1.
Here is a cluster of 2 separate species, CH6S2 in total from OMol25. Energies are from the ωB97M-V functional and the def2-TZVPD basis.

Atoms and positions in Å:
S: 1.5044 0.7618 0.9462
S: 0.2887 -0.3782 -0.2803
H: 2.5567 0.7829 0.2223
H: -0.4402 0.6967 -0.7130
C: -3.1002 -0.7540 -1.0497
H: -2.2956 -1.1072 -1.7028
H: -2.7248 -0.1825 -0.1405
H: -3.4179 -1.5820 -0.4246
H: -3.7666 -0.2228 -1.5983

Computed properties:
- Kohn-Sham gap (eV) = 9.92
- charge = 0
- SMILES = SS.C
- HOMO energy (eV) = -9.462
- M (g mol⁻¹) = 82.19

Here are the Mulliken charges for atoms 1 to 6, given in e: atom 1 (S): -0.177, atom 2 (S): -0.170, atom 3 (H): 0.145, atom 4 (H): 0.198, atom 5 (C): -0.970, atom 6 (H): 0.208

=====

2.
Here is a cluster of 2 separate species, CH6S4 in total from OMol25. Energies are from the ωB97M-V functional and the def2-TZVPD basis.

Atoms and positions in Å:
S: 3.2857 -0.7757 -0.2054
S: 3.5635 -2.9884 0.2875
H: 3.0780 -0.2731 1.0425
H: 4.4658 -3.2993 -0.6451
C: -1.6798 0.1150 0.0594
S: -1.8035 1.4376 -1.1476
S: -2.3467 3.2096 -0.2079
H: -1.3481 0.5182 1.0089
H: -0.9396 -0.6254 -0.2602
H: -2.6031 -0.4782 0.0964
H: -3.6722 3.1598 -0.0285

Computed properties:
- 2S+1 = 2
- Kohn-Sham gap (alpha / beta) (eV) = 2.84 / 5.41
- charge = -1
- HOMO energy (alpha / beta) (eV) = -0.553 / -3.129
- M (g mol⁻¹) = 146.33

Here are the Mulliken charges for atoms 1 to 6, given in e: atom 1 (S): -0.535, atom 2 (S): -0.533, atom 3 (H): 0.037, atom 4 (H): 0.033, atom 5 (C): -0.722, atom 6 (S): -0.023

=====

3.
Here is a structure of composition CH7BNO6PSi2 from OMol25. Energies are from the ωB97M-V functional and the def2-TZVPD basis.

Atoms and positions in Å:
O: -2.6498 1.8844 -3.4456
C: -1.9087 1.1883 -2.8780
N: -1.1339 0.4679 -2.2865
Si: -1.2227 0.2524 -0.5504
O: -0.0313 1.1914 0.0966
Si: 0.4879 1.0974 1.6724
P: 2.7733 0.9948 1.6948
O: 2.9712 -0.6422 1.6488
O: 2.9972 1.3853 0.1076
B: -1.0126 -1.7486 -0.2234
O: -2.0814 -2.4927 0.1727
O: 0.1827 -2.3765 -0.4725
H: -2.5553 0.7652 -0.1261
H: 0.1289 2.3376 2.3904
H: -0.1570 -0.0434 2.3787
H: 3.5494 -0.8982 0.9243
H: 2.1838 1.4759 -0.4049
H: -2.7716 -1.9823 0.5980
H: 0.2500 -2.8566 -1.2970

Computed properties:
- Kohn-Sham gap (eV) = 8.73
- charge = 0
- HOMO energy (eV) = -8.504
- M (g mol⁻¹) = 227.03

Here are the Mulliken charges for atoms 1 to 6, given in e: atom 1 (O): -0.432, atom 2 (C): 0.674, atom 3 (N): -0.431, atom 4 (Si): 0.017, atom 5 (O): -0.085, atom 6 (Si): 0.395

=====

4.
Here is a cluster of 2 separate species, CH7ClSi2 in total from OMol25. Energies are from the ωB97M-V functional and the def2-TZVPD basis.

Atoms and positions in Å:
C: 1.8637 -0.1771 2.5370
Si: 0.1387 0.1957 2.2275
H: 2.3738 0.8785 2.6560
H: 2.2810 -1.0782 2.8202
H: -1.0414 -0.7587 2.4015
H: -0.5874 1.3954 1.6781
Si: -1.1631 -1.1367 -2.3371
Cl: -1.8798 0.7446 -2.5982
H: 0.2964 -1.0913 -2.3530
H: -1.6137 -1.3494 -0.9710
H: -1.6966 -2.3378 -2.9745

Computed properties:
- Kohn-Sham gap (eV) = 8.76
- charge = 0
- SMILES = C=[SiH2].[SiH3]Cl
- HOMO energy (eV) = -8.565
- M (g mol⁻¹) = 110.69

Here are the Mulliken charges for atoms 1 to 6, given in e: atom 1 (C): -0.659, atom 2 (Si): 0.264, atom 3 (H): 0.160, atom 4 (H): 0.330, atom 5 (H): -0.058, atom 6 (H): -0.036

=====

Number 1: F_max 4.75 eV Å⁻¹. Number 2: F_max 2.88 eV Å⁻¹. Number 3: F_max 0.58 eV Å⁻¹. Number 4: F_max 6.21 eV Å⁻¹.